{
  "formula": "C39H98N6O13",
  "method": "wB97M-V/def2-TZVPD",
  "smiles": "COCCNCCOC.COCCNCCOC.COCCNCCOC.COCCNCCOC.COCCNCCOC.COCCNCCOC.CC(C)O",
  "homo_ev": -8.108,
  "total_energy_ha": -2850.96263,
  "spin_multiplicity": 1,
  "species": ["C", "O", "C", "C", "N", "C", "C", "O", "C", "H", "H", "H", "H", "H", "H", "H", "H", "H", "H", "H", "H", "H", "H", "H", "C", "O", "C", "C", "N", "C", "C", "O", "C", "H", "H", "H", "H", "H", "H", "H", "H", "H", "H", "H", "H", "H", "H", "H", "C", "O", "C", "C", "N", "C", "C", "O", "C", "H", "H", "H", "H", "H", "H", "H", "H", "H", "H", "H", "H", "H", "H", "H", "C", "O", "C", "C", "N", "C", "C", "O", "C", "H", "H", "H", "H", "H", "H", "H", "H", "H", "H", "H", "H", "H", "H", "H", "C", "O", "C", "C", "N", "C", "C", "O", "C", "H", "H", "H", "H", "H", "H", "H", "H", "H", "H", "H", "H", "H", "H", "H", "C", "O", "C", "C", "N", "C", "C", "O", "C", "H", "H", "H", "H", "H", "H", "H", "H", "H", "H", "H", "H", "H", "H", "H", "C", "C", "C", "O", "H", "H", "H", "H", "H", "H", "H", "H"],
  "positions_angstrom": [[-5.738868, 6.543742, -2.324277], [-4.342947, 6.454150, -2.155690], [-3.890764, 5.229056, -2.696807], [-2.495316, 4.929797, -2.193482], [-1.507449, 5.927817, -2.594667], [-0.130368, 5.706691, -2.197683], [0.190108, 6.277323, -0.816145], [1.497366, 6.863721, -0.768025], [1.523440, 8.204433, -0.329754], [-6.039546, 7.541986, -1.995831], [-6.258926, 5.738400, -1.803259], [-6.128378, 6.604891, -3.349270], [-3.909052, 5.252376, -3.792272], [-4.493492, 4.352134, -2.430543], [-2.205238, 3.991932, -2.675739], [-2.492225, 4.810043, -1.102358], [-1.893688, 6.825104, -2.335721], [0.418241, 6.353432, -2.898877], [0.315916, 4.766417, -2.517645], [0.403797, 5.419154, -0.162446], [-0.651312, 6.794819, -0.355817], [2.414405, 8.625783, -0.807811], [1.771607, 8.268373, 0.734555], [0.678731, 8.825507, -0.628707], [5.554275, 5.071910, 8.656010], [4.174774, 4.853396, 8.642737], [3.751529, 3.486496, 8.803176], [2.305602, 3.473895, 8.345156], [1.770954, 2.090817, 8.282379], [1.193940, 1.786189, 6.993772], [-0.259354, 2.282386, 6.729168], [-0.873945, 1.473056, 5.735703], [-1.296069, 0.226225, 6.228673], [5.719609, 6.126381, 8.438659], [6.089411, 4.514336, 7.877670], [5.975954, 4.818643, 9.634336], [3.996366, 3.192927, 9.826687], [4.435941, 3.017546, 8.085926], [2.230677, 4.032110, 7.413703], [1.688580, 4.018894, 9.065522], [1.162252, 1.933161, 9.071039], [1.290362, 0.701745, 6.900738], [1.768141, 2.206098, 6.167242], [-0.162331, 3.309504, 6.383618], [-0.816089, 2.237052, 7.670265], [-1.953374, 0.315640, 7.101334], [-0.437281, -0.352770, 6.581148], [-1.828302, -0.353795, 5.478356], [2.682805, -4.810535, -2.951013], [3.037212, -3.594109, -2.291827], [4.461667, -3.438081, -2.288254], [4.791522, -2.207951, -1.477249], [6.070957, -2.453190, -0.808572], [6.425738, -1.327568, 0.094118], [7.709945, -1.699472, 0.825406], [7.451555, -2.901993, 1.556535], [7.617741, -2.819274, 2.964004], [3.015381, -4.798713, -3.988276], [1.598245, -4.722951, -2.836911], [2.954168, -5.738143, -2.439510], [4.905379, -3.439990, -3.288271], [4.895824, -4.310532, -1.787957], [3.972999, -2.036119, -0.766561], [4.827624, -1.282512, -2.054846], [6.065830, -3.269272, -0.208908], [5.669920, -1.164572, 0.871108], [6.502998, -0.399096, -0.472093], [8.050934, -0.880757, 1.466885], [8.585253, -1.910389, 0.208207], [8.568961, -2.350341, 3.221900], [7.665644, -3.813652, 3.409585], [6.748685, -2.345160, 3.425122], [-5.181651, -10.160980, -4.142035], [-4.361618, -9.020375, -3.918104], [-4.089691, -8.676303, -2.564126], [-3.734056, -7.177186, -2.592730], [-2.555493, -6.895383, -3.387888], [-2.387864, -5.452303, -3.618519], [-2.206826, -4.556965, -2.364027], [-3.430164, -4.444959, -1.653521], [-3.591448, -3.285722, -0.852482], [-6.028033, -10.035022, -3.461089], [-4.680485, -11.126657, -4.073630], [-5.580539, -10.026096, -5.147605], [-3.298030, -9.279849, -2.112494], [-4.961068, -8.733512, -1.903693], [-3.627793, -6.849836, -1.560320], [-4.687694, -6.785193, -2.973698], [-2.640485, -7.402897, -4.258681], [-3.168443, -5.152646, -4.322919], [-1.451274, -5.364937, -4.178447], [-1.926172, -3.626124, -2.864792], [-1.370916, -4.844355, -1.722720], [-4.352636, -3.570643, -0.130166], [-3.845495, -2.500016, -1.573220], [-2.682068, -2.930339, -0.361193], [0.252720, -2.083237, -1.237874], [-0.902133, -1.296083, -0.985481], [-1.106029, -0.242907, -1.915725], [-1.987007, 0.845950, -1.311098], [-1.390983, 1.702287, -0.275467], [-0.990242, 0.955536, 0.900532], [-0.551576, 1.993108, 1.948406], [-1.579377, 3.007500, 1.919557], [-1.136484, 4.103554, 2.703997], [1.124664, -1.471564, -1.481950], [0.124659, -2.800968, -2.052306], [0.483599, -2.626290, -0.322428], [-1.747910, -0.682340, -2.692288], [-0.244090, 0.181505, -2.435838], [-2.943793, 0.391063, -1.022989], [-2.238572, 1.501837, -2.150428], [-2.045940, 2.439593, -0.070770], [-0.262467, 0.187229, 0.656219], [-1.844302, 0.415180, 1.335166], [0.492799, 2.315487, 1.901049], [-0.593360, 1.636088, 2.984541], [-0.543202, 3.784943, 3.567022], [-1.889183, 4.765159, 3.133794], [-0.480540, 4.823115, 2.200852], [-4.231301, -2.322413, -4.558887], [-2.853187, -2.619359, -4.696108], [-2.217111, -1.824135, -5.671712], [-0.728131, -2.177840, -5.593984], [-0.310890, -3.179610, -6.580512], [1.070368, -3.593493, -6.247599], [1.660548, -4.642945, -7.232717], [2.418585, -5.540151, -6.440311], [3.067706, -6.516998, -7.213686], [-4.727719, -2.326436, -5.535204], [-4.368609, -1.340264, -4.097928], [-4.788025, -3.053442, -3.974025], [-2.436848, -0.753680, -5.587330], [-2.646178, -2.088602, -6.647400], [-0.469474, -2.501956, -4.584792], [-0.112132, -1.273197, -5.700964], [-0.249930, -2.678001, -7.461057], [1.079616, -4.087256, -5.277020], [1.692148, -2.695915, -6.160919], [2.329350, -4.086447, -7.894208], [0.833818, -5.147947, -7.735809], [3.537063, -6.085032, -8.101533], [2.350525, -7.309541, -7.452348], [3.848116, -6.978244, -6.606623], [-0.848857, 6.327024, 5.741211], [-2.128915, 6.350098, 6.562380], [-3.077998, 5.216269, 6.046069], [-1.690244, 6.031986, 7.881375], [-0.184807, 7.110072, 6.115787], [-1.101939, 6.548489, 4.698960], [-0.365392, 5.353633, 5.811019], [-2.413897, 7.410363, 6.577579], [-4.095239, 5.333128, 6.414828], [-2.660644, 4.257476, 6.355190], [-3.103343, 5.162549, 4.958476], [-1.032993, 6.719818, 8.034048]],
  "forces_ev_per_angstrom": [[-0.5, 1.3, 0.0], [-0.6, -0.7, -0.5], [0.9, -0.3, -0.1], [0.7, 0.0, -0.3], [-1.3, -1.0, -0.6], [0.1, 2.8, -1.2], [1.7, -3.1, 1.0], [-1.2, 1.0, -0.4], [1.6, 0.2, -0.3], [0.0, -0.3, 0.7], [-0.1, 0.1, 0.2], [0.7, -0.7, -0.4], [0.1, 0.3, -0.1], [-0.4, 0.3, 0.4], [0.0, -0.2, 0.3], [-0.3, -0.3, 0.1], [0.6, 0.2, 0.1], [0.2, 0.3, 0.2], [-0.7, -0.6, 0.8], [-0.8, -0.1, 0.2], [0.3, 0.7, -0.3], [-0.1, 0.2, -0.1], [-0.6, 0.0, 0.2], [-0.3, -0.3, 0.2], [0.1, 0.0, 0.1], [-0.7, 0.6, 0.2], [1.5, 1.7, -1.2], [-0.4, -0.8, 1.5], [1.0, 1.5, -0.6], [-0.6, -0.8, -0.1], [1.0, -1.1, 0.4], [-0.3, 0.6, -0.3], [0.3, -0.3, 0.7], [0.0, 0.0, 0.2], [-0.1, -0.3, 0.0], [0.2, 0.0, 0.0], [-0.5, -0.4, 0.0], [-0.5, -1.1, 0.2], [0.1, -0.3, -0.2], [0.2, 0.3, 0.0], [-0.3, -0.2, -0.2], [-0.5, 0.0, -0.3], [0.5, 0.0, 0.3], [-0.6, 0.0, -0.1], [-0.2, 0.2, 0.0], [-0.2, 0.3, 0.0], [0.0, -0.2, -0.2], [0.1, 0.3, -0.3], [-1.4, 1.0, 0.6], [1.4, -0.5, -0.5], [-0.7, -0.2, 0.4], [0.3, -0.4, 0.6], [0.2, 1.7, 0.4], [0.5, -1.0, -0.4], [0.2, 0.1, 0.3], [0.2, -0.1, 0.4], [-0.1, -0.2, -0.1], [-0.1, -0.2, -0.1], [-0.1, -0.6, -0.8], [0.6, 0.2, 0.2], [-0.3, 0.2, -0.2], [0.0, 0.0, 0.1], [-0.1, -0.2, 0.1], [0.3, -0.1, -0.2], [-0.4, -0.2, -0.2], [-0.2, 0.0, 0.0], [0.2, 0.0, -0.1], [-0.3, 0.0, 0.3], [-0.3, 0.0, -0.6], [-0.1, 0.4, 0.1], [-0.1, -0.2, -0.4], [0.2, 0.4, 0.1], [-0.4, 1.3, 0.0], [0.3, -0.5, 0.2], [0.5, 0.9, -0.1], [-0.6, -1.5, 0.1], [-0.2, 0.2, 1.1], [0.8, -1.1, 0.0], [-0.8, 0.0, -1.6], [0.6, -0.5, 0.1], [0.4, -0.2, -1.0], [-0.1, -0.7, 0.1], [0.1, 0.0, 0.3], [0.1, -0.2, -0.1], [0.1, -0.2, -0.2], [-0.3, -0.4, -0.3], [0.2, 0.2, -0.1], [0.2, 0.8, -0.2], [0.0, 0.2, -0.1], [-0.2, 0.8, 0.5], [0.0, 0.2, 0.0], [-0.2, 0.4, 0.5], [-0.1, -0.4, 0.1], [-0.2, 0.6, 0.0], [-0.5, 0.4, 0.6], [0.1, -0.4, 0.1], [0.1, 0.1, 0.1], [1.0, 0.2, -0.1], [-1.7, -0.3, -0.2], [0.3, 0.6, -0.2], [0.3, -1.2, -1.5], [-0.6, 0.9, 1.0], [-0.8, -0.9, 0.8], [1.1, 1.1, 0.5], [0.6, 0.7, 0.6], [0.0, 0.1, 0.0], [-0.2, 0.0, -0.1], [-0.1, -0.1, 0.0], [0.1, 0.1, -0.4], [0.5, -0.2, 0.6], [0.0, -0.2, 0.4], [0.0, 0.0, 0.0], [0.1, 0.0, 0.4], [0.3, 0.3, 0.1], [-0.1, -0.1, 0.0], [-0.2, 0.7, -0.9], [-0.1, -0.7, -0.1], [-0.1, -0.4, 0.1], [-0.8, -0.6, -0.4], [0.1, -0.4, -0.7], [-0.2, 0.2, -0.5], [-0.7, 0.2, 0.5], [0.1, -0.7, -0.3], [0.1, 0.8, -0.3], [0.5, -0.1, 0.5], [-0.4, -0.5, -0.4], [-0.2, 1.2, 1.3], [0.1, 0.4, -0.1], [0.0, -0.4, 0.3], [0.1, 0.2, -0.2], [0.0, 0.1, 0.0], [0.6, -0.3, 0.3], [0.2, 0.1, 0.6], [0.3, -0.1, -0.2], [-0.4, -0.4, 0.0], [-0.1, 0.2, -0.2], [-0.2, -0.2, -0.2], [-0.2, 0.1, 0.1], [0.4, -0.1, 0.0], [-0.1, -0.4, -0.6], [0.1, 0.0, -0.3], [-0.1, -0.1, -0.1], [0.1, 0.0, -0.5], [0.0, 0.1, 0.1], [-0.4, 0.3, -0.7], [1.1, -1.2, -0.6], [0.3, 1.2, 0.5], [-0.5, 0.1, 0.5], [0.2, -0.1, -0.2], [0.3, 0.0, 0.0], [0.0, 0.0, 0.0], [-1.1, -0.4, -0.3], [0.0, -0.1, 0.1], [0.0, 0.1, 0.3], [-0.1, 0.4, 0.0], [0.1, -0.2, 0.6]]
}